[1]
Entry from OMol25: an isolated molecule of C15H24 (ωB97M-V/def2-TZVPD).

CARTESIAN COORDINATES (ANGSTROEM)
C1 -0.615 -2.244 -1.513
C2 -0.544 -1.932 -0.227
C3 0.608 -1.194 0.378
H1 0.599 -1.342 1.460
C4 0.730 0.317 0.053
C5 0.181 1.314 1.066
H2 0.089 0.823 2.037
H3 0.903 2.123 1.196
C6 -1.160 1.964 0.669
C7 -2.112 1.165 -0.192
C8 -2.618 -0.029 0.088
C9 -2.298 -0.922 1.243
H4 -1.619 -0.432 1.934
H5 -3.217 -1.164 1.786
C10 -1.677 -2.229 0.716
H6 -2.443 -2.807 0.195
H7 -1.314 -2.827 1.558
H8 -3.317 -0.465 -0.616
C11 -2.540 1.887 -1.440
H9 -1.676 2.093 -2.071
H10 -3.000 2.842 -1.186
H11 -3.255 1.300 -2.012
H12 -1.680 2.257 1.586
H13 -0.936 2.883 0.124
H14 0.296 0.515 -0.929
C12 2.264 0.132 -0.091
C13 2.872 0.767 -1.334
H15 2.836 1.852 -1.261
H16 2.328 0.466 -2.227
H17 3.910 0.461 -1.446
C14 3.072 0.520 1.141
H18 4.081 0.120 1.055
H19 2.621 0.121 2.045
H20 3.146 1.601 1.239
C15 2.035 -1.392 -0.162
H21 2.692 -2.003 0.454
H22 2.056 -1.771 -1.180
H23 0.171 -2.012 -2.210
H24 -1.468 -2.756 -1.925

The lowest unoccupied orbital energy is 0.0329 Ha. The SMILES is C=C1CC/C=C(/C)CC[C@@H]2[C@@H]1CC2(C)C. The gap between HOMO and LUMO comes out at 9.6 eV.

[2]
Entry from OMol25: a structure of composition C15H24AlBBr2Cl5F2O15S2 in a non-equilibrium geometry (ωB97M-V/def2-TZVPD).

CARTESIAN COORDINATES (ANGSTROEM)
C1 0.431 -4.993 1.600
O1 1.088 -4.215 0.581
B1 0.273 -3.223 0.078
O2 -0.436 -3.420 -1.045
C2 0.223 -1.837 0.841
C3 -0.772 -1.360 1.583
S1 -2.330 -2.080 1.956
C4 -3.171 -2.440 0.437
O3 -2.187 -3.291 2.780
O4 -3.127 -1.111 2.654
C5 -0.340 -0.005 2.123
O5 -0.714 0.543 3.088
O6 0.656 0.414 1.254
C6 1.281 -0.757 0.853
O7 2.426 -0.801 0.570
H1 0.316 -4.436 2.531
H2 1.007 -5.895 1.774
H3 -0.573 -5.263 1.257
H4 -0.321 -4.347 -1.296
H5 -2.633 -1.935 -0.367
H6 -4.164 -1.999 0.503
H7 -3.253 -3.542 0.279
O8 -4.977 -4.147 3.258
H8 -4.126 -3.782 2.968
H9 -4.780 -4.965 3.749
Al1 -3.439 -3.338 4.674
C7 3.493 -0.278 -2.681
C8 3.781 -1.723 -2.364
O9 4.223 -2.229 -3.612
C9 4.790 -1.185 -4.283
O10 5.487 -1.296 -5.233
O11 4.453 -0.003 -3.710
F1 2.661 -2.385 -1.988
H10 2.486 -0.141 -3.075
H11 3.633 0.379 -1.826
H12 4.558 -1.875 -1.613
Cl1 1.954 5.417 3.468
C10 1.331 3.755 3.887
C11 -0.148 3.815 4.277
Cl2 -0.402 4.634 5.848
H13 1.971 3.330 4.686
H14 1.453 3.139 2.996
H15 -0.552 2.823 4.376
H16 -0.727 4.349 3.517
Cl3 -6.341 -4.327 5.224
Br1 -0.739 5.943 -0.106
C12 1.175 6.284 -0.139
C13 1.505 7.523 -0.923
Br2 1.396 7.217 -2.847
H17 1.647 5.393 -0.539
H18 1.458 6.403 0.905
H19 2.535 7.824 -0.741
H20 0.842 8.352 -0.700
Cl4 -4.412 -4.765 -0.732
Cl5 0.989 2.040 5.787
C14 0.179 1.796 -4.209
C15 -1.239 1.727 -4.731
O12 -1.514 0.321 -4.835
S2 -0.735 -0.466 -3.684
O13 -1.622 -0.692 -2.599
O14 0.009 -1.513 -4.277
O15 0.267 0.715 -3.267
H21 0.906 1.618 -5.003
H22 0.398 2.742 -3.722
H23 -1.354 2.209 -5.697
H24 -1.947 2.160 -4.022
F2 -4.210 -6.808 -0.498

The lowest unoccupied orbital energy is -0.1201 Ha. As for the charge: -1. The gap between HOMO and LUMO comes out at 1.3 eV.

[3]
Entry from OMol25: a cluster of 2 separate species, C15H24BrF7N2O4S in total in a non-equilibrium geometry (ωB97M-V/def2-TZVPD).

CARTESIAN COORDINATES (ANGSTROEM)
C1 3.067 -0.841 -0.523
C2 2.935 0.389 -1.457
C3 3.884 0.115 -2.635
C4 1.538 0.551 -2.082
C5 0.494 1.225 -1.202
Br1 -0.236 0.018 0.146
S1 -0.880 1.836 -2.261
O1 -0.574 1.602 -3.637
O2 -1.213 3.190 -1.937
C6 -2.449 0.869 -1.939
F1 -3.217 1.178 -2.999
F2 -2.239 -0.469 -1.982
C7 -3.248 1.261 -0.637
F3 -2.506 1.920 0.261
F4 -4.267 2.062 -0.997
C8 -3.931 0.043 0.054
F5 -4.663 0.509 1.090
F6 -4.755 -0.587 -0.805
F7 -3.044 -0.848 0.562
C9 1.068 2.457 -0.500
C10 2.447 2.272 0.141
C11 2.966 3.692 0.435
C12 2.414 1.589 1.509
N1 3.407 1.635 -0.805
O3 3.881 2.479 -1.644
H1 3.550 -0.544 0.397
H2 3.718 -1.566 -0.986
H3 2.124 -1.337 -0.349
H4 3.754 -0.899 -2.992
H5 4.909 0.260 -2.327
H6 3.680 0.769 -3.470
H7 1.644 1.057 -3.031
H8 1.180 -0.448 -2.303
H9 0.373 2.809 0.250
H10 1.166 3.252 -1.229
H11 2.710 4.384 -0.352
H12 2.466 4.024 1.339
H13 4.029 3.682 0.616
H14 3.321 1.794 2.060
H15 1.602 2.053 2.060
H16 2.188 0.535 1.467
C13 -1.275 -4.755 2.643
C14 -1.531 -3.316 2.366
O4 -0.738 -2.501 2.039
N2 -2.935 -2.739 2.569
C15 -4.129 -3.623 2.399
H17 -0.529 -5.109 1.936
H18 -0.884 -4.850 3.658
H19 -2.167 -5.372 2.550
H20 -2.923 -2.323 3.508
H21 -2.949 -1.921 1.944
H22 -5.019 -3.001 2.439
H23 -4.150 -4.347 3.207
H24 -4.064 -4.114 1.433

The lowest unoccupied orbital energy (alpha / beta) is -0.1450 / -0.1450 Ha. As for the charge: +1. The gap between HOMO and LUMO (alpha / beta) comes out at 6.8 / 7.7 eV. Its spin multiplicity is 2.

[4]
Entry from OMol25: a structure of composition C15H24CdCl6F2O16S in a non-equilibrium geometry (ωB97M-V/def2-TZVPD).

CARTESIAN COORDINATES (ANGSTROEM)
Cd1 -0.881 -0.300 1.685
S1 -0.184 0.756 -0.528
O1 -0.250 -0.667 -0.150
O2 -1.291 1.118 -1.347
O3 -0.293 1.336 0.854
O4 1.067 1.165 -1.194
C1 -0.536 -3.973 0.132
O5 -0.734 -4.271 1.457
C2 -0.970 -3.346 2.405
O6 -1.276 -2.218 2.104
O7 -0.941 -3.761 3.655
C3 -0.908 -5.101 4.084
H1 -1.308 -3.265 -0.171
H2 -0.754 -4.880 -0.432
H3 0.410 -3.482 -0.096
H4 -0.006 -5.618 3.760
H5 -1.868 -5.514 3.772
H6 -1.024 -5.229 5.161
C4 2.465 1.117 4.273
O8 2.951 0.069 3.501
C5 2.170 -0.588 2.718
O9 0.922 -0.535 2.691
O10 2.985 -1.358 1.911
C6 2.446 -2.257 1.045
H7 1.788 0.654 4.990
H8 1.872 1.698 3.567
H9 3.205 1.654 4.867
H10 1.741 -1.750 0.386
H11 1.938 -3.084 1.543
H12 3.193 -2.754 0.426
C7 -3.211 3.226 0.782
C8 -3.806 3.350 -0.637
O11 -3.880 4.752 -0.732
C9 -4.156 5.267 0.451
O12 -4.437 6.433 0.692
O13 -3.845 4.358 1.434
F1 -5.025 2.800 -0.764
H13 -2.133 3.388 0.799
H14 -3.530 2.308 1.276
H15 -3.111 3.081 -1.433
C10 2.144 -1.451 -2.825
C11 0.812 -1.653 -3.539
O14 0.766 -3.070 -3.551
C12 1.998 -3.635 -3.431
O15 2.322 -4.853 -3.626
O16 2.887 -2.611 -3.263
F2 1.057 -1.216 -4.759
H16 1.857 -1.356 -1.778
H17 2.732 -0.576 -3.102
H18 -0.164 -1.335 -3.172
C13 3.477 2.181 0.413
Cl1 5.090 1.532 -0.076
Cl2 3.605 3.059 1.949
H19 3.046 2.863 -0.320
H20 2.834 1.315 0.568
C14 -2.702 0.723 -3.914
Cl3 -4.465 1.078 -3.971
Cl4 -2.003 0.367 -5.386
H21 -2.146 1.552 -3.476
H22 -2.674 -0.141 -3.251
C15 0.168 4.437 -1.670
Cl5 -1.267 4.954 -2.613
Cl6 1.514 5.546 -1.612
H23 -0.213 4.285 -0.660
H24 0.532 3.429 -1.870

The lowest unoccupied orbital energy (alpha / beta) is -0.1657 / -0.3438 Ha. As for the charge: +1. The gap between HOMO and LUMO (alpha / beta) comes out at 8.5 / 3.7 eV. Its spin multiplicity is 2.

no.,M (g mol⁻¹)
1,204.36
2,921.34
3,541.32
4,855.53